64
Properties=species:S:1:pos:R:3:nbo_charge:R:1 method="wB97M-V/def2-TZVPD" orbital_gap_ev="4.800 / 8.146" charge=0 multiplicity=6 relative_energy_kcal_mol=0.0
C 0.44423 2.13992 3.45441 -0.37
C 0.86009 2.45743 2.10681 -0.36
C -0.31865 2.47483 1.26744 -0.36
H 1.87597 2.72587 1.80810 0.24
C -1.46911 2.18672 2.10705 -0.37
C -0.98933 1.98891 3.45752 -0.36
H -1.60411 1.85953 4.34467 0.24
H 1.07542 2.15069 4.34222 0.23
H -0.35189 2.75496 0.21116 0.25
H -2.51340 2.21215 1.79637 0.24
Mn -0.13779 0.56785 2.12459 0.82
C -0.22017 -0.31175 0.34580 -1.20
H -1.08476 0.14122 -0.15630 0.20
H -0.23484 -1.40085 0.25942 0.20
H 0.73621 0.09361 -0.00346 0.20
Si -0.01498 -0.19608 -2.46913 1.20
C 1.45392 -0.57001 -3.54910 -0.40
C 2.27463 0.57122 -3.60146 -0.23
H 1.96857 1.49025 -3.09150 0.22
C 3.48628 0.55972 -4.28986 -0.22
H 4.11000 1.45383 -4.26908 0.21
C 3.87087 -0.59168 -4.98942 -0.20
H 4.81859 -0.59435 -5.53319 0.21
C 3.04399 -1.72567 -4.97477 -0.22
H 3.35541 -2.61797 -5.52232 0.21
C 1.83426 -1.72221 -4.25879 -0.22
H 1.19264 -2.60401 -4.25988 0.21
C -1.38344 0.58799 -3.43004 -0.40
C -1.10782 0.97375 -4.75067 -0.23
H -0.26429 0.52431 -5.28253 0.22
C -1.86945 1.98011 -5.35544 -0.21
H -1.59968 2.33430 -6.35225 0.21
C -2.95626 2.54042 -4.66999 -0.22
H -3.53760 3.34196 -5.13189 0.21
C -3.30330 2.06975 -3.39426 -0.21
H -4.15947 2.49804 -2.86767 0.21
C -2.54086 1.06487 -2.78510 -0.23
H -2.80821 0.67853 -1.79858 0.21
H 0.40194 0.96633 -1.65662 -0.19
H -0.42098 -1.42829 -1.73567 -0.17
C -3.10745 -1.00257 1.73019 -0.95
P -1.58158 -0.98712 2.72079 0.96
C -2.17218 -0.93480 4.43371 -0.97
C -0.79297 -2.65110 2.56047 -0.71
C 0.75238 -2.58894 2.56726 -0.71
P 1.40973 -0.86940 2.82006 0.91
C 3.01509 -0.78200 1.95878 -0.94
C 1.85295 -0.82364 4.59233 -0.94
H -3.50106 0.02175 1.65595 0.24
H -3.85462 -1.64133 2.22167 0.22
H -2.91727 -1.37518 0.71487 0.25
H -2.49925 -1.94077 4.72858 0.22
H -1.38377 -0.58383 5.11017 0.23
H -3.01742 -0.23737 4.49215 0.24
H -1.15754 -3.27517 3.39339 0.23
H -1.17114 -3.10224 1.62869 0.24
H 1.16845 -3.20017 3.38576 0.23
H 1.17948 -2.97398 1.62526 0.24
H 3.56806 0.08699 2.34631 0.24
H 3.60173 -1.69557 2.13119 0.23
H 2.86435 -0.64364 0.87956 0.25
H 2.01433 0.21942 4.89245 0.24
H 1.04307 -1.24710 5.20159 0.24
H 2.77400 -1.39843 4.76216 0.22